This record from OMol25 describes a structure of composition H22KrNeO11. The level of theory is ωB97M-V with the def2-TZVPD basis set.

```
35
Properties=species:S:1:pos:R:3:lowdin_charge:R:1
Ne -0.15714 0.09279 -0.31858 0.03
Kr -0.78104 -0.98329 -3.79615 0.16
O -0.38079 -3.16207 -1.24817 -0.08
H 0.17488 -3.93964 -1.19477 0.05
H 0.21392 -2.45971 -1.51132 -0.04
O -2.33960 -0.87871 1.63397 -0.03
H -1.61128 -1.49955 1.61528 0.02
H -2.88086 -1.16580 2.36939 0.08
O -0.34121 -3.08770 1.61427 -0.04
H -0.81209 -3.89158 1.83396 0.08
H -0.17004 -3.15884 0.67520 0.01
O 1.49485 -1.39087 2.78465 -0.06
H 1.11756 -1.11898 3.62128 0.03
H 0.78420 -1.85261 2.33966 -0.04
O -0.47783 2.41036 -2.05232 -0.06
H -1.31058 2.03698 -2.34100 0.03
H -0.69425 2.89008 -1.25278 0.02
O 1.98910 -1.74498 -2.06889 -0.07
H 2.08839 -2.58846 -2.51038 0.04
H 2.72407 -1.70647 -1.45687 0.06
O 3.20935 2.71394 0.33845 -0.05
H 2.29291 2.99031 0.34028 -0.02
H 3.28249 2.12035 1.08581 0.04
O 0.67821 4.06917 0.07414 -0.02
H 0.17594 3.83668 0.85512 0.05
H 0.61713 5.02315 0.02471 0.07
O 2.31010 2.71165 -2.56647 -0.06
H 2.53696 2.84862 -1.64668 -0.02
H 1.36079 2.58909 -2.56382 -0.02
O -1.79607 1.84161 1.85411 -0.06
H -1.09042 2.01359 2.47757 0.02
H -1.82849 0.88742 1.78557 -0.03
O -3.84500 -2.20155 -0.22845 -0.06
H -3.26980 -2.54098 -0.91413 0.02
H -3.26437 -1.70399 0.34734 -0.04
```

Properties
ΔE to the lowest compared entry with this formula, charge and spin = 66.0 kJ/mol
HOMO = -9.9 eV
Gap between HOMO and LUMO = 9.686 eV
Strongest force on any atom = 0.97 eV Å⁻¹